1.
{
  "formula": "C10H28ClINOP2Pd",
  "method": "ωB97M-V/def2-TZVPD",
  "symbols": ["C", "I", "H", "H", "H", "Pd", "P", "C", "C", "H", "H", "H", "H", "H", "H", "C", "H", "H", "H", "P", "C", "C", "H", "H", "H", "C", "H", "H", "H", "H", "H", "H", "Cl", "C", "N", "C", "C", "O", "H", "H", "H", "H", "H", "H", "H"],
  "positions_angstrom": [[2.43291, 5.70241, -0.36929], [1.79231, 3.63614, 0.04187], [2.04716, 5.96043, -1.35998], [3.52735, 5.75423, -0.34911], [2.00179, 6.34934, 0.40177], [0.18814, 1.31468, -0.40948], [1.72498, -0.17046, -1.40675], [3.32602, -0.51016, -0.57361], [1.42688, -1.76157, -2.26717], [2.27163, -2.00289, -2.93430], [3.01924, 0.44628, -3.38677], [0.50469, -1.66202, -2.85135], [1.32796, 1.09940, -3.37941], [3.15327, -1.28071, 0.19467], [1.30414, -2.57296, -1.53790], [2.23307, 0.92070, -2.78447], [4.08307, -0.87233, -1.29315], [2.57935, 1.87193, -2.35883], [3.68261, 0.41216, -0.09179], [-1.82695, 1.23516, 0.81858], [-1.81442, 1.50983, 2.63803], [-2.56101, 2.79833, 0.20530], [-3.40881, -0.12857, -0.39512], [-4.15908, 0.52015, 1.10468], [-3.02531, -0.86384, 1.18512], [-3.24715, 0.07883, 0.66865], [-2.68604, 2.67206, -0.87799], [-3.52267, 3.00975, 0.69228], [-2.80394, 1.83607, 3.00830], [-1.06109, 2.27476, 2.87801], [-1.83814, 3.60114, 0.39610], [-1.53857, 0.56187, 3.12713], [-1.19770, 0.64737, -2.19880], [-1.59060, -3.93457, 0.16920], [-0.60941, -3.39057, 1.11552], [-0.09096, -4.22747, 2.18340], [-0.20112, -2.10886, 0.97739], [-0.61070, -1.34140, 0.08486], [-1.81798, -4.98130, 0.42351], [-1.18561, -3.89883, -0.85504], [-2.52257, -3.34880, 0.21447], [0.99314, -4.36035, 2.10494], [-0.32006, -3.81158, 3.17018], [-0.53852, -5.21922, 2.14171], [0.55871, -1.76457, 1.73463]],
  "forces_ev_per_angstrom": [[-0.2, 0.9, -0.5], [0.3, 0.0, 0.5], [0.0, -0.2, 0.2], [-0.3, -0.6, 0.1], [-0.1, -0.5, -0.1], [-0.2, 0.4, -0.6], [2.8, -0.8, -1.7], [-0.4, 0.2, 0.7], [-0.9, 0.0, 0.3], [-0.2, 0.3, 0.4], [-0.2, 0.1, 0.2], [0.2, -0.2, 0.0], [0.4, 0.1, -0.1], [0.3, 0.3, -0.2], [0.1, 0.1, -0.2], [-0.7, 0.3, 0.3], [-0.5, 0.2, 0.2], [0.0, -0.3, -0.3], [0.0, -0.4, -0.1], [-3.0, 1.4, 1.8], [0.9, -0.3, 0.0], [0.7, -0.2, -0.6], [-0.1, 0.0, 0.2], [0.5, 0.1, -0.1], [-0.1, 0.2, -0.1], [0.6, -0.6, -0.6], [-0.2, 0.3, 0.3], [0.3, -0.2, 0.0], [0.4, -0.2, -0.4], [-0.3, -0.2, 0.1], [-0.3, 0.0, -0.1], [-0.1, 0.4, 0.1], [0.2, 0.3, 0.0], [-0.1, -0.7, 0.2], [-1.1, -2.0, -0.4], [-0.2, -0.6, 0.1], [1.0, 3.4, -0.5], [0.4, -2.5, 1.8], [0.2, 0.5, 0.0], [-0.1, 0.3, 0.2], [0.3, 0.1, -0.1], [0.1, 0.3, -0.1], [0.1, 0.4, 0.0], [-0.1, 0.2, -0.2], [-0.6, -0.4, -0.5]],
  "lowdin_charge": [-0.3590, 0.9583, 0.0295, 0.0406, 0.0334, 0.2347, 0.7113, -0.2216, -0.2236, 0.0897, 0.0844, 0.0429, 0.0322, 0.0482, 0.0390, -0.2564, 0.0869, 0.0005, 0.0514, 0.7291, -0.2215, -0.2424, 0.0435, 0.0898, 0.0374, -0.2255, 0.0312, 0.0851, 0.0866, 0.0578, 0.0410, 0.0504, 0.1509, 0.0770, -0.0178, 0.0627, -0.2091, -0.0623, 0.1298, 0.1419, 0.1379, 0.1468, 0.1474, 0.1241, 0.1861],
  "charge": 3,
  "spin_multiplicity": 5,
  "gap_ev": [8.37, 4.54],
  "homo_energy_ev": [-18.1, -18.8]
}

=====

2.
{
  "formula": "C10H28N3OPPdS4SbSe2",
  "method": "ωB97M-V/def2-TZVPD",
  "symbols": ["Pd", "C", "Se", "C", "C", "Se", "C", "H", "H", "H", "H", "H", "H", "H", "H", "H", "H", "S", "Sb", "S", "S", "S", "C", "N", "C", "P", "O", "N", "C", "C", "N", "C", "C", "H", "H", "H", "H", "H", "H", "H", "H", "H", "H", "H", "H", "H", "H", "H", "H", "H", "H"],
  "positions_angstrom": [[-0.22679, -0.20337, 0.21767], [-3.00298, -1.72010, 2.11051], [-1.50414, -0.46828, 2.17965], [-0.28192, -1.54288, 3.30152], [0.29198, -2.77030, 2.61803], [1.33403, -2.42338, 0.94858], [0.15037, -3.39106, -0.25321], [-3.48493, -1.75083, 3.08692], [-2.67142, -2.71317, 1.81379], [-3.69046, -1.34304, 1.35432], [-0.83385, -1.83538, 4.20273], [0.51013, -0.84068, 3.57445], [-0.50712, -3.45184, 2.31253], [0.95684, -3.28913, 3.31432], [-0.11136, -4.34355, 0.20626], [0.72234, -3.55543, -1.16901], [-0.73451, -2.76781, -0.46783], [0.79004, 0.31189, -4.99699], [0.25289, -0.95942, -3.08850], [1.13901, 0.51732, -1.39103], [-1.95961, -0.72642, -1.13589], [1.88396, -2.67047, -3.12377], [-0.39306, 2.71025, 3.83572], [1.04428, 2.77889, 3.72794], [1.69470, 3.40024, 4.85339], [1.80948, 2.12093, 2.38586], [0.93915, 1.11965, 1.75856], [3.25566, 1.40652, 2.83173], [3.32679, -0.02359, 3.01641], [4.41664, 2.14767, 3.24387], [2.17963, 3.40785, 1.39311], [2.90645, 3.06158, 0.18873], [2.22117, 4.80105, 1.75258], [-0.82071, 3.71717, 3.92031], [-0.69553, 2.11676, 4.70558], [-0.79349, 2.23834, 2.94026], [1.18511, 4.33232, 5.12158], [2.73130, 3.63017, 4.62073], [1.67176, 2.74322, 5.73228], [2.55830, -0.49195, 2.39976], [3.17836, -0.31711, 4.06368], [4.29626, -0.39542, 2.67874], [4.27345, 3.20340, 3.02527], [5.30013, 1.79942, 2.69890], [4.61592, 2.03435, 4.31811], [2.74690, 2.00247, -0.02177], [3.98383, 3.24420, 0.29104], [2.52855, 3.63261, -0.66283], [1.62899, 4.97657, 2.64723], [1.79977, 5.40504, 0.94264], [3.24616, 5.15804, 1.93383]],
  "forces_ev_per_angstrom": [[-0.1, 0.8, 0.3], [0.2, 0.0, -0.1], [-0.7, -0.5, 1.1], [-0.1, 0.1, -0.1], [0.1, 0.0, -0.5], [-0.1, -0.5, 0.6], [-0.2, -0.1, 0.0], [0.0, 0.0, 0.0], [0.0, 0.1, -0.1], [0.1, 0.0, 0.0], [0.1, 0.1, -0.1], [-0.2, 0.0, 0.0], [0.2, 0.0, 0.1], [-0.1, 0.0, -0.1], [0.0, 0.0, 0.0], [-0.1, 0.0, 0.1], [0.3, -0.4, 0.1], [-1.1, -0.6, 0.7], [1.6, 1.1, 0.0], [-0.3, -0.2, -0.9], [1.2, -0.2, -1.7], [-1.2, 0.2, 0.0], [-0.3, 0.0, -0.3], [0.3, -0.2, -0.5], [0.2, -0.2, 0.0], [0.5, 1.0, 0.5], [-0.2, -0.5, 0.0], [-0.6, 0.5, -0.3], [-0.3, -0.3, 0.0], [0.1, 0.0, 0.0], [0.1, -0.5, 0.6], [0.1, -0.2, -0.3], [-0.1, 0.1, 0.1], [0.0, 0.0, 0.1], [0.0, 0.0, 0.0], [-0.1, 0.0, 0.1], [0.1, 0.0, 0.0], [0.1, 0.0, 0.1], [0.0, 0.1, 0.0], [0.1, 0.0, 0.1], [0.1, 0.0, 0.0], [0.0, 0.0, 0.0], [0.1, 0.1, 0.0], [0.0, 0.0, 0.0], [0.0, 0.0, 0.0], [0.1, 0.1, -0.2], [0.0, 0.1, 0.0], [0.0, -0.1, 0.0], [0.0, 0.0, 0.0], [0.0, 0.0, 0.0], [0.0, 0.0, 0.0]],
  "lowdin_charge": [-0.0775, -0.3714, 0.8886, -0.5037, -0.5237, 0.8662, -0.4734, 0.0184, 0.0236, 0.0053, 0.0669, 0.0356, 0.0445, 0.0535, 0.0180, -0.1123, -0.0899, -0.3343, 0.0997, -0.0892, -0.1028, -0.2390, -0.1196, -0.3116, -0.1215, 0.5568, -0.4014, -0.2916, -0.1038, -0.1268, -0.2944, -0.1303, -0.1162, 0.0838, 0.0856, 0.0353, 0.0819, 0.0597, 0.0861, 0.0083, 0.0871, 0.0919, 0.0624, 0.0878, 0.0836, -0.0040, 0.0833, 0.0923, 0.0658, 0.0879, 0.0787],
  "charge": -1,
  "de_lowest_kcal_mol": 60.0,
  "gap_ev": 5.55,
  "homo_energy_ev": -3.8
}

=====

3.
{
  "formula": "C10H28NO9",
  "method": "ωB97M-V/def2-TZVPD",
  "symbols": ["N", "O", "O", "O", "C", "C", "C", "O", "H", "H", "H", "H", "H", "H", "H", "H", "C", "C", "C", "O", "H", "H", "H", "H", "H", "H", "H", "H", "C", "C", "O", "O", "H", "H", "H", "H", "H", "H", "C", "C", "O", "O", "H", "H", "H", "H", "H", "H"],
  "positions_angstrom": [[0.52709, 0.06930, -1.61533], [0.84652, 0.51425, -2.71983], [-0.17152, 0.76074, -0.87664], [0.94855, -0.99767, -1.24802], [-0.17825, -2.81709, -0.22426], [-0.99069, -3.08092, -1.52132], [-2.41955, -3.33950, -1.15875], [-0.92909, -1.92281, -2.37213], [-0.30456, -3.50470, 0.61200], [-0.54157, -1.86827, 0.17052], [0.91112, -2.80071, -0.25744], [-0.58368, -3.91484, -2.09318], [-3.05900, -3.22213, -2.03364], [-3.01559, -2.64026, -0.57231], [-2.52036, -4.38493, -0.86719], [-0.36221, -1.31532, -1.89130], [-3.80539, 1.05355, 0.30566], [-2.69157, 0.73205, 1.37338], [-3.30281, -0.11582, 2.50184], [-1.47784, 0.08071, 0.82639], [-4.82680, 1.12604, 0.67921], [-3.77425, 0.30873, -0.48956], [-3.56611, 1.99775, -0.18356], [-2.34849, 1.63284, 1.88228], [-2.55236, -0.65775, 3.07736], [-3.92223, -0.88390, 2.03872], [-3.74077, 0.47474, 3.30653], [-1.36366, 0.46166, -0.04736], [4.26396, -0.42873, 0.01629], [2.90034, -0.01289, 0.66370], [2.08911, 0.35858, -0.43170], [4.93410, 0.53025, -0.69850], [4.20094, -1.39909, -0.47619], [4.90274, -0.69642, 0.85795], [3.05380, 0.81740, 1.35302], [2.47758, -0.85593, 1.21020], [1.36677, -0.26611, -0.52951], [5.72371, 0.12409, -1.06338], [1.56984, 2.91723, 0.91757], [0.68677, 3.32962, -0.27169], [0.78291, 2.43515, -1.35149], [2.95244, 2.85303, 0.68514], [1.19160, 1.96206, 1.28184], [1.59887, 3.59619, 1.76978], [1.15001, 4.26417, -0.58812], [-0.32537, 3.65543, -0.03186], [0.32808, 1.60175, -1.20940], [3.36689, 3.46849, 1.29428]],
  "forces_ev_per_angstrom": [[-1.6, 2.2, -9.1], [-0.8, -1.1, 0.5], [-5.1, -7.3, 1.8], [-2.5, -6.5, -3.0], [-0.1, -0.7, 0.9], [0.7, 1.3, 0.7], [-1.5, -0.6, -1.2], [-1.3, -1.3, -0.2], [-0.9, -0.7, -0.3], [0.2, -0.1, 0.1], [-0.2, 0.0, -0.6], [-0.1, -0.3, 0.0], [0.3, -0.5, -0.8], [1.0, 0.1, 1.1], [-0.3, 0.1, 0.5], [-0.7, -1.3, -0.7], [1.5, 0.2, 0.0], [0.1, -0.7, 0.5], [1.0, -0.6, -0.2], [-3.7, 0.4, 2.1], [0.2, -0.1, 0.4], [-0.1, -0.3, 0.1], [0.0, 0.1, 0.0], [0.0, 0.5, -0.4], [0.5, -0.1, -0.4], [-0.5, 0.1, 0.4], [-0.8, 0.2, -0.5], [0.1, -0.2, 0.1], [-0.3, -1.6, 2.9], [1.1, 0.5, -2.6], [6.5, 4.4, 5.1], [0.1, 1.3, -1.1], [-0.6, 0.1, -0.8], [0.3, -0.1, 0.8], [0.1, -0.1, 0.0], [0.1, -0.4, 0.1], [3.2, -0.2, 5.4], [-0.1, 0.1, 0.0], [-1.1, 0.0, 1.2], [2.0, 0.0, -1.1], [3.7, 9.0, -1.0], [1.1, 0.0, -1.1], [0.2, -0.3, 0.1], [-1.6, 0.5, 0.2], [0.1, 0.4, -0.4], [-0.5, -0.5, 0.7], [0.3, 4.3, 0.0], [0.0, -0.1, -0.3]],
  "lowdin_charge": [-0.4956, 0.1692, 0.0740, 0.0235, -0.0581, -0.4333, -0.0812, -0.0506, 0.0742, 0.0653, 0.0767, 0.1280, 0.0681, 0.0727, 0.0733, -0.0157, -0.0465, -0.4128, -0.0791, -0.0750, 0.0660, 0.0737, 0.0657, 0.1167, 0.0677, 0.0711, 0.0687, 0.0151, -0.2819, -0.1786, -0.0713, -0.0342, 0.1083, 0.0921, 0.0900, 0.1185, -0.1565, 0.0816, -0.2539, -0.2326, -0.0667, -0.0738, 0.1021, 0.1073, 0.0982, 0.1012, -0.2511, 0.0799],
  "charge": -1,
  "de_lowest_kcal_mol": 229.1,
  "gap_ev": 8.07,
  "homo_energy_ev": -4.9
}

=====

Values of energy, in order: -2095.11536, -7742.53954, -1129.25113, all in Ha.